No. 1
Entry from the Open Molecules 2025 dataset: a structure of composition C54H45EuN6O7P4S2 at a distorted geometry (wB97M-V/def2-TZVPD).

Atoms and positions in Å:
Eu (0.21809, 1.22268, -1.12537)
S (-2.75353, -0.00049, 4.59268)
S (6.35698, 5.37379, -0.56042)
P (0.11092, 4.42799, -2.80861)
P (-2.52888, 1.85402, -0.52108)
P (1.50325, 2.29005, -4.15878)
P (-1.20311, -3.16355, 0.28446)
O (2.92756, 2.58460, -3.93431)
O (1.07258, 1.73331, -5.59699)
O (1.41755, 5.23923, -2.36243)
O (0.84029, 1.33093, -3.17231)
O (-0.03591, 3.34736, -1.74160)
O (-0.94468, 5.42810, -3.08816)
O (0.62378, 3.67123, -4.12851)
N (2.07381, -0.75970, -1.11912)
N (-1.31987, -0.57129, -1.75506)
N (4.07851, -2.58939, -1.75426)
N (3.45430, -2.59431, -3.97253)
N (0.44361, 0.85939, 1.47569)
N (2.33006, 2.15786, -0.01385)
C (3.28808, -2.13765, -2.69789)
C (2.28509, -1.21916, -2.37477)
C (-3.54638, 6.29071, 0.45321)
C (5.22057, 4.25660, -1.20053)
C (-5.17812, 0.28601, 2.17249)
C (3.80530, -2.31399, -0.48007)
C (4.45609, 3.33290, -0.30588)
C (6.29977, 5.04093, -3.10754)
C (-2.78449, -0.87553, -3.46887)
C (-3.65917, -0.55979, 0.02909)
C (3.88915, 2.21375, 1.80404)
C (-2.82945, -6.83346, 0.95376)
C (0.95742, -5.05230, 0.54502)
C (-2.85924, 5.50721, 1.33000)
C (-3.06485, 3.51975, -0.13892)
C (-4.53906, 1.18019, 1.31558)
C (2.66702, 1.84851, 1.26162)
C (4.23570, 1.75358, 3.12166)
C (-0.43941, 0.27162, 2.27950)
C (0.34547, -3.82079, 0.94276)
C (3.17344, 2.87751, -0.75245)
C (-1.30281, -1.87416, -2.16820)
C (-4.01912, 5.72381, -0.72417)
C (4.76566, 2.96657, 0.94499)
C (1.77387, 1.07191, 2.03293)
C (-4.04771, -5.79850, -0.80803)
C (0.98032, -2.98823, 1.88479)
C (-0.49043, -2.94530, -1.45481)
C (-2.05444, -5.68842, 1.07349)
C (-1.16920, -1.94070, 5.11511)
C (2.80536, -1.36365, -0.13051)
C (-0.15759, -0.13818, 3.64954)
C (-3.75559, 0.79897, 0.27472)
C (-2.51650, 4.19665, 0.96120)
C (-4.27039, -1.48233, 0.89701)
C (-3.24404, -4.63850, -0.78947)
C (-2.69025, 1.48630, -2.36416)
C (-2.22107, -4.62887, 0.21164)
C (2.22231, -3.33490, 2.40187)
C (-2.27370, 0.07001, -2.62153)
C (-3.85490, -6.91820, -0.02012)
C (-2.46449, -2.34085, 5.62994)
C (-1.20511, -0.69546, 4.49018)
C (-3.83694, 4.36712, -1.00962)
C (-3.36156, -1.36243, 5.43780)
C (1.14621, 0.01991, 4.08191)
C (3.39541, 1.03339, 3.89671)
C (2.16771, -5.39773, 1.03384)
C (-4.99975, -1.03851, 1.99344)
C (2.79511, -4.53602, 1.93367)
C (2.11287, 0.69671, 3.30715)
C (6.94978, 5.77209, -2.13219)
C (5.29213, 4.12945, -2.61046)
C (-2.24523, -2.09981, -3.19466)
H (-3.57380, -0.63007, -4.20008)
H (0.51743, -2.62583, -1.09386)
H (3.62535, 0.76698, 4.86015)
H (4.14448, -3.33645, -4.03547)
H (7.71081, 6.54101, -2.31662)
H (-2.11377, 2.24828, -2.82072)
H (-4.50850, -7.73855, -0.11547)
H (-2.39554, 5.94942, 2.24619)
H (-3.74884, 1.71407, -2.60205)
H (-2.78346, -7.52552, 1.73780)
H (-4.85820, -5.85660, -1.56498)
H (2.63621, -6.26800, 0.64444)
H (0.55971, -2.00768, 2.11844)
H (4.72195, 3.41168, -3.14121)
H (1.90235, 1.83237, -6.14916)
H (0.31194, -5.71986, -0.07474)
H (-0.28267, -2.53892, 4.98874)
H (-1.43615, 0.09244, 1.82543)
H (2.80773, -2.62979, 2.97362)
H (2.62327, -2.74270, -4.49071)
H (5.22890, 2.06609, 3.55582)
H (-4.34289, -1.16942, 5.80783)
H (-4.60736, 2.28646, 1.50301)
H (1.41929, -0.24230, 5.11568)
H (1.21497, 6.17821, -2.60753)
H (-3.65366, 7.36318, 0.65282)
H (4.43379, -2.75048, 0.29726)
H (-1.79391, 3.62890, 1.53282)
H (-4.65323, 6.28044, -1.42711)
H (-3.23781, -0.96529, -0.85286)
H (-1.33807, -5.61886, 1.88801)
H (-2.34679, -2.96208, -3.81888)
H (2.60642, -1.20748, 0.91903)
H (-5.68026, 0.80030, 2.94261)
H (-4.25809, -2.64325, 0.74192)
H (6.44962, 5.27423, -4.16489)
H (-5.48650, -1.73169, 2.58003)
H (-0.36179, -3.80890, -2.11555)
H (2.77711, 3.15500, -1.72979)
H (-3.41411, -3.75014, -1.41713)
H (-4.12028, 4.01126, -1.98226)
H (5.79762, 3.24445, 1.37133)
H (1.67695, -0.78655, -3.13310)
H (-2.66568, -3.34694, 5.96499)
H (3.88134, -4.77194, 2.14091)

The calculation puts the HOMO-LUMO gap (alpha / beta) at 5.89 / 5.89 eV. The total energy comes out at -5812.47693 hartree. The spin multiplicity is 7. Its largest force on an atom is 3.8 eV/Å. As for the expectation value of S²: 12.011.

No. 2
Entry from the Open Molecules 2025 dataset: a structure of composition C54H45GeN5O3S4Tc (wB97M-V/def2-TZVPD).

Atoms and positions in Å:
Tc (0.94269, -1.29106, -0.67651)
Ge (-4.16587, -2.39842, -0.64545)
S (2.06606, 0.51078, 0.55516)
S (0.85281, -2.65463, -2.57202)
S (-0.18951, 1.00149, -6.91069)
S (1.19411, -0.75986, -4.95498)
O (0.37584, -1.86533, 1.04887)
O (1.59258, 0.14661, -2.01733)
O (1.52603, 1.83154, 0.21572)
N (-1.30836, -0.77760, -5.17183)
N (-1.05956, -1.58428, -4.09997)
N (2.61274, -2.80032, -0.28267)
N (-0.57463, 0.78886, -1.92254)
N (-0.62121, -0.28142, -1.19191)
C (-2.84278, -1.32535, 3.59486)
C (1.99700, 0.31687, 2.32390)
C (5.69865, 1.69685, -0.61837)
C (-0.23744, -0.16599, -5.75948)
C (4.33221, 1.63598, -0.38646)
C (2.63869, 3.47972, -4.32060)
C (-5.38609, -0.95363, -1.11892)
C (-4.99820, -0.77918, -5.03946)
C (4.63801, -0.49608, 0.71605)
C (-5.63346, -5.07144, 2.96685)
C (0.20106, -1.66205, -3.85910)
C (8.02156, 0.74248, -0.46675)
C (-4.05692, -4.84433, -4.11791)
C (-4.77214, -3.45937, 0.86180)
C (-6.40482, -1.08886, -2.06275)
C (-2.45451, -1.49667, -0.11791)
C (4.15644, -5.10028, -0.49032)
C (0.28856, 3.98687, -4.51658)
C (1.60875, 4.25297, -4.84689)
C (0.70855, 1.01757, -2.29582)
C (-6.06955, 1.34930, -0.79436)
C (-7.23740, -0.02363, -2.37386)
C (-0.01402, 2.94247, -3.66172)
C (2.35226, -3.87456, 0.47234)
C (-3.06075, -1.29877, 2.23549)
C (-3.67262, -0.80463, -4.64499)
C (-6.46164, -4.07635, 2.47270)
C (-4.46854, -3.93937, -3.15098)
C (-0.74116, -1.68724, 1.79661)
C (3.09952, -5.03626, 0.40160)
C (-7.07356, 1.19626, -1.73720)
C (1.01571, 2.16296, -3.13843)
C (-4.31894, -0.60032, -7.33247)
C (-6.03120, -3.27372, 1.42359)
C (4.44007, -3.98678, -1.26578)
C (3.81726, 0.53526, 0.27761)
C (-3.62904, -3.58560, -2.09614)
C (-5.23167, 0.28523, -0.49432)
C (-3.94735, -4.46282, 1.36792)
C (-1.56407, -1.58778, 4.07283)
C (-2.98549, -0.62722, -6.95192)
C (6.54695, 0.67991, -0.19394)
C (-1.87204, -0.90980, -1.16954)
C (-2.79459, -5.41364, -4.04539)
C (5.99772, -0.41177, 0.48081)
C (-1.95107, -5.08188, -2.99732)
C (-0.53272, -1.77113, 3.17799)
C (-2.03573, -1.47378, 1.28980)
C (3.64713, -2.86476, -1.13094)
C (-2.67283, -0.71698, -5.60513)
C (-4.37183, -5.26126, 2.41762)
C (2.34486, 2.43180, -3.46968)
C (-5.32680, -0.66914, -6.38348)
C (-2.36846, -4.17817, -2.03320)
H (-1.37628, -1.65325, 5.13542)
H (2.84424, -5.87372, 1.03492)
H (3.66987, 2.43243, -0.69515)
H (-2.96166, -4.62494, 0.94456)
H (-3.41196, -0.90689, -3.60253)
H (-4.56534, -0.52910, -8.38293)
H (4.22871, -1.34797, 1.24154)
H (-1.03954, 2.71341, -3.40864)
H (-4.06701, -1.12903, 1.87793)
H (-6.57293, -2.03477, -2.55944)
H (-4.72633, -5.10951, -4.92496)
H (-3.66691, -1.17276, 4.27706)
H (-6.36358, -0.63988, -6.68980)
H (4.74718, -6.00135, -0.58244)
H (5.25347, -3.98422, -1.97639)
H (-5.97172, -5.70451, 3.77646)
H (-3.72473, -6.03815, 2.80406)
H (-2.46893, -6.11093, -4.80616)
H (-8.01696, -0.14870, -3.11370)
H (-6.68240, -2.49244, 1.04752)
H (8.26504, 0.17882, -1.36909)
H (3.66470, 3.68827, -4.59055)
H (6.64802, -1.20308, 0.83083)
H (-2.36831, -0.85588, -2.13312)
H (2.18900, -0.71960, 2.58369)
H (0.99119, 0.60537, 2.62230)
H (0.46917, -1.98254, 3.52521)
H (-5.77657, -0.84596, -4.29001)
H (-4.43609, 0.44071, 0.22448)
H (-5.45908, -3.51425, -3.23541)
H (-0.96181, -5.51759, -2.93481)
H (3.13024, 1.80737, -3.06657)
H (-1.68721, -3.92445, -1.22954)
H (-0.50755, 4.58199, -4.94073)
H (-5.93339, 2.29975, -0.29565)
H (6.11166, 2.55648, -1.13022)
H (-2.20498, -0.58389, -7.69491)
H (1.51758, -3.78481, 1.15245)
H (8.35299, 1.76775, -0.61742)
H (8.59244, 0.31055, 0.35381)
H (3.83789, -1.97349, -1.71366)
H (-7.72682, 2.02478, -1.97446)
H (1.83896, 5.06281, -5.52541)
H (-7.44493, -3.92740, 2.89914)
H (2.74234, 0.98462, 2.74921)

Its net charge is +1. The calculation puts the HOMO-LUMO gap at 5.69 eV. The total energy comes out at -6334.51832 hartree. For the energy above the lowest of the compared OMol25 structures with the same formula, charge and spin, the calculation gives 12.7 kcal per mole. Its largest force on an atom is 0.5 eV/Å.